24
Properties=species:S:1:pos:R:3:lowdin_charge:R:1 method="wB97M-V/def2-TZVPD" total_charge=0 smiles=Cc1ccc(O)cc1.CC e_tot_ha=-426.5512 e_lumo_ev=0.75 de_lowest_kcal_mol=13.52 e_homo_ev=-8.355
C -0.9358 -0.3099 -3.5201 -0.065
C -1.1374 0.2905 -2.1459 -0.283
C -0.1880 0.0462 -1.1781 -0.056
C -0.3346 0.4917 0.1435 -0.013
C -1.4943 1.1860 0.4373 -0.322
O -1.7495 1.8466 1.6072 0.046
C -2.4922 1.3373 -0.5280 -0.030
C -2.3640 0.9196 -1.8274 -0.028
H -1.6638 0.1086 -4.2236 0.071
H -1.1473 -1.3800 -3.5921 0.079
H 0.0730 -0.0976 -3.8687 0.075
H 0.7538 -0.4569 -1.3643 0.112
H 0.5505 0.4012 0.7591 0.091
H -1.1660 1.6069 2.3207 0.097
H -3.2528 2.0120 -0.1426 0.120
H -3.1983 0.8810 -2.5072 0.110
C 1.9803 -1.7357 2.4082 -0.165
C 2.9207 -0.5167 2.5173 -0.176
H 2.3942 -2.5064 3.0530 0.059
H 0.9653 -1.5078 2.7196 0.053
H 1.9840 -2.0085 1.3546 0.058
H 3.9608 -0.8403 2.5023 0.060
H 2.8173 0.1597 1.6629 0.048
H 2.7244 0.0725 3.4125 0.059

---

6
Properties=species:S:1:pos:R:3:lowdin_charge:R:1 method="wB97M-V/def2-TZVPD" total_charge=0 e_tot_ha=-3390.0098 e_lumo_ev=-1.35 de_lowest_kcal_mol=14.93 e_homo_ev=-9.475
O 1.1677 1.3716 -0.1689 -0.452
P -0.0465 1.0560 0.7796 0.424
S -0.7138 -0.6525 -0.2025 0.364
Br 1.3242 -0.2395 2.9065 -0.232
H 1.6763 0.5164 -0.2299 0.059
H -1.6836 -0.9894 0.6722 -0.162

---

18
Properties=species:S:1:pos:R:3:lowdin_charge:R:1 method="wB97M-V/def2-TZVPD" total_charge=0 smiles=CCCO.O.O e_tot_ha=-347.1911 e_lumo_ev=0.81 de_lowest_kcal_mol=10.98 e_homo_ev=-10.283
C 0.4306 2.8785 -1.1377 -0.109
C 1.8640 2.9961 -1.7392 -0.232
C 2.5105 1.6313 -1.7722 -0.266
O 2.4989 1.0247 -0.4583 -0.086
H 0.3510 3.0625 -0.0795 0.062
H -0.2644 3.4860 -1.7019 0.059
H 0.0630 1.8512 -1.2320 0.069
H 2.3831 3.7006 -1.0835 0.103
H 1.7016 3.5050 -2.6854 0.099
H 3.5462 1.7039 -2.1185 0.113
H 1.9064 0.9385 -2.3357 0.109
H 3.3562 1.1773 -0.0458 0.079
O -3.4671 -3.0950 0.8385 -0.069
H -4.3939 -2.9251 0.6574 0.030
H -3.4088 -3.3140 1.7796 -0.016
O -2.7119 -4.0949 3.3856 -0.056
H -2.7276 -4.7640 4.0836 0.055
H -2.0083 -4.3915 2.7898 0.057

---

13
Properties=species:S:1:pos:R:3:lowdin_charge:R:1 method="wB97M-V/def2-TZVPD" total_charge=0 s2=2.009 e_tot_ha=-579.5994 e_lumo_ev="0.73 / -3.37" de_lowest_kcal_mol=36.40 multiplicity=3 e_homo_ev="-5.160 / -9.735"
C 0.0260 1.1277 0.9627 -0.293
C 0.6474 0.9987 -0.1411 -0.626
C 0.0926 0.0893 2.0349 -0.096
N -0.6887 -3.0980 -2.1226 0.182
N -0.5742 -1.9772 -2.1825 -0.319
N -0.3373 -0.8179 -2.0827 0.080
I 0.4914 2.4567 -1.7513 0.725
H -0.5870 1.9315 1.1930 0.064
H 1.3753 0.2359 -0.2080 0.020
H 0.2267 0.3606 3.1324 0.104
H 0.7660 -0.7154 1.8571 0.061
H -0.7715 -0.4819 2.0484 0.048
H -0.6666 -0.1099 -2.7404 0.052

---

32
Properties=species:S:1:pos:R:3:lowdin_charge:R:1 method="wB97M-V/def2-TZVPD" total_charge=+1 s2=0.763 e_tot_ha=-2730.7371 e_lumo_ev="-5.05 / -7.53" de_lowest_kcal_mol=99.56 multiplicity=2 e_homo_ev="-9.537 / -9.537"
Cu -6.2461 4.7781 -33.8505 0.683
Cl -5.2838 4.4186 -37.0912 -0.674
N -9.8314 1.6772 -38.4698 0.015
C -10.9063 1.8075 -39.3271 -0.156
C -11.5208 0.6306 -39.3720 -0.164
C -11.0184 -0.2760 -38.4282 -0.083
C -10.0392 0.4946 -37.8023 -0.159
H -9.0960 2.3694 -38.4628 0.144
H -11.1130 2.7388 -39.8333 0.113
H -12.3894 0.5171 -40.0038 0.099
H -11.4274 -1.2423 -38.1725 0.095
H -9.5516 0.2235 -36.8775 0.096
N -1.0339 6.3708 -38.5659 -0.017
C 0.0433 5.6383 -38.9639 -0.159
C 1.0592 6.4798 -39.1343 -0.111
C 0.5359 7.7359 -38.7609 -0.138
C -0.7703 7.6750 -38.4304 -0.137
H -1.8955 5.9828 -38.2092 0.142
H -0.0960 4.5720 -39.0643 0.108
H 2.0604 6.2310 -39.4540 0.098
H 1.1318 8.6279 -38.8856 0.091
H -1.5361 8.4165 -38.2567 0.116
N -5.0088 -0.1957 -41.9225 0.105
C -5.3322 -0.1589 -40.6093 0.089
C -5.4830 -1.5344 -40.2867 0.008
C -5.1771 -2.3757 -41.3087 -0.006
C -4.8289 -1.5224 -42.3171 0.031
H -4.9476 0.5384 -42.6135 0.182
H -5.5372 0.7244 -40.0225 0.160
H -5.7607 -1.8954 -39.3075 0.134
H -5.2703 -3.4488 -41.3873 0.141
H -4.7097 -1.8165 -43.3494 0.153

---

16
Properties=species:S:1:pos:R:3:lowdin_charge:R:1 method="wB97M-V/def2-TZVPD" total_charge=0 e_tot_ha=-649.6166 e_lumo_ev=0.77 de_lowest_kcal_mol=47.26 e_homo_ev=-9.527
C -0.6942 0.5166 -2.3425 -0.069
C -0.5431 -0.4352 1.9587 -0.146
C 0.8450 -1.4048 -0.5274 -0.182
C 0.4419 1.5299 -0.1925 -0.160
O -1.5862 1.1675 -2.5517 0.081
O -1.7097 -0.4316 -0.4579 -0.418
P -0.3089 -0.1833 0.1021 0.627
H 0.2238 -0.0665 2.6349 0.045
H -0.7074 -1.4254 2.1579 0.006
H -1.4820 0.0254 2.1802 0.036
H 0.7738 -1.4223 -1.5151 -0.033
H 0.9415 -2.4440 -0.2833 0.058
H 1.8870 -1.0011 -0.4443 0.073
H 0.4143 1.9069 -1.2341 0.032
H 1.4629 1.4588 0.0303 0.024
H 0.0413 2.2092 0.4847 0.028

---

Please write out number 3 again, unchanged.
18
Properties=species:S:1:pos:R:3:lowdin_charge:R:1 method="wB97M-V/def2-TZVPD" total_charge=0 smiles=CCCO.O.O e_tot_ha=-347.1911 e_lumo_ev=0.81 de_lowest_kcal_mol=10.98 e_homo_ev=-10.283
C 0.4306 2.8785 -1.1377 -0.109
C 1.8640 2.9961 -1.7392 -0.232
C 2.5105 1.6313 -1.7722 -0.266
O 2.4989 1.0247 -0.4583 -0.086
H 0.3510 3.0625 -0.0795 0.062
H -0.2644 3.4860 -1.7019 0.059
H 0.0630 1.8512 -1.2320 0.069
H 2.3831 3.7006 -1.0835 0.103
H 1.7016 3.5050 -2.6854 0.099
H 3.5462 1.7039 -2.1185 0.113
H 1.9064 0.9385 -2.3357 0.109
H 3.3562 1.1773 -0.0458 0.079
O -3.4671 -3.0950 0.8385 -0.069
H -4.3939 -2.9251 0.6574 0.030
H -3.4088 -3.3140 1.7796 -0.016
O -2.7119 -4.0949 3.3856 -0.056
H -2.7276 -4.7640 4.0836 0.055
H -2.0083 -4.3915 2.7898 0.057

---

Please write out number 5 again, unchanged.
32
Properties=species:S:1:pos:R:3:lowdin_charge:R:1 method="wB97M-V/def2-TZVPD" total_charge=+1 s2=0.763 e_tot_ha=-2730.7371 e_lumo_ev="-5.05 / -7.53" de_lowest_kcal_mol=99.56 multiplicity=2 e_homo_ev="-9.537 / -9.537"
Cu -6.2461 4.7781 -33.8505 0.683
Cl -5.2838 4.4186 -37.0912 -0.674
N -9.8314 1.6772 -38.4698 0.015
C -10.9063 1.8075 -39.3271 -0.156
C -11.5208 0.6306 -39.3720 -0.164
C -11.0184 -0.2760 -38.4282 -0.083
C -10.0392 0.4946 -37.8023 -0.159
H -9.0960 2.3694 -38.4628 0.144
H -11.1130 2.7388 -39.8333 0.113
H -12.3894 0.5171 -40.0038 0.099
H -11.4274 -1.2423 -38.1725 0.095
H -9.5516 0.2235 -36.8775 0.096
N -1.0339 6.3708 -38.5659 -0.017
C 0.0433 5.6383 -38.9639 -0.159
C 1.0592 6.4798 -39.1343 -0.111
C 0.5359 7.7359 -38.7609 -0.138
C -0.7703 7.6750 -38.4304 -0.137
H -1.8955 5.9828 -38.2092 0.142
H -0.0960 4.5720 -39.0643 0.108
H 2.0604 6.2310 -39.4540 0.098
H 1.1318 8.6279 -38.8856 0.091
H -1.5361 8.4165 -38.2567 0.116
N -5.0088 -0.1957 -41.9225 0.105
C -5.3322 -0.1589 -40.6093 0.089
C -5.4830 -1.5344 -40.2867 0.008
C -5.1771 -2.3757 -41.3087 -0.006
C -4.8289 -1.5224 -42.3171 0.031
H -4.9476 0.5384 -42.6135 0.182
H -5.5372 0.7244 -40.0225 0.160
H -5.7607 -1.8954 -39.3075 0.134
H -5.2703 -3.4488 -41.3873 0.141
H -4.7097 -1.8165 -43.3494 0.153